No. 1
Below is a 2-piece molecular cluster, C2H10N2 overall in a non-equilibrium geometry, with properties calculated with ωB97M-V/def2-TZVPD.

Values from the calculation:
**Orbital gap**: 10.12 eV
**SMILES string**: CCN.N
**HOMO energy**: -9.073 eV

Last column: Mulliken charge in e.
CARTESIAN COORDINATES (ANGSTROEM)
C (-0.301, 1.702, 0.573)  -1.007
C (-0.760, 0.795, -0.588)  -0.225
N (0.390, 0.166, -1.242)  -0.662
H (0.460, 2.457, 0.185)  0.263
H (-1.139, 2.274, 0.961)  0.338
H (0.166, 1.114, 1.357)  0.276
H (-1.493, 0.023, -0.239)  0.269
H (-1.332, 1.411, -1.323)  0.303
H (0.098, -0.492, -1.991)  0.213
H (1.043, -0.263, -0.674)  0.253
N (0.965, -2.210, 0.763)  -0.655
H (1.029, -3.075, 0.295)  0.203
H (0.518, -2.317, 1.657)  0.230
H (0.356, -1.586, 0.267)  0.199



No. 2
Below is a 2-piece molecular cluster, C2H10N2 overall in a non-equilibrium geometry, with properties calculated with ωB97M-V/def2-TZVPD.

Values from the calculation:
**Orbital gap**: 10.09 eV
**SMILES string**: CN.CN
**HOMO energy**: -9.011 eV

Last column: Mulliken charge in e.
CARTESIAN COORDINATES (ANGSTROEM)
C (-1.926, 0.496, 0.224)  -0.802
N (-1.537, -0.787, -0.513)  -0.626
H (-2.903, 0.620, -0.275)  0.310
H (-2.033, 0.326, 1.288)  0.233
H (-1.436, 1.379, 0.026)  0.364
H (-0.536, -0.962, -0.185)  0.296
H (-2.191, -1.508, -0.066)  0.261
C (1.709, 0.613, -0.386)  -0.622
N (1.641, -0.768, 0.254)  -0.565
H (1.567, 1.301, 0.491)  0.265
H (2.763, 0.831, -0.802)  0.257
H (0.807, 0.632, -0.987)  0.231
H (1.967, -1.517, -0.286)  0.179
H (2.108, -0.657, 1.218)  0.218



No. 3
Below is a 2-piece molecular cluster, C2H10N2 overall, with properties calculated with ωB97M-V/def2-TZVPD.

Values from the calculation:
**Orbital gap**: 10.12 eV
**SMILES string**: CN.CN
**HOMO energy**: -9.301 eV

Last column: Mulliken charge in e.
CARTESIAN COORDINATES (ANGSTROEM)
C (0.582, -0.203, 2.593)  -0.641
N (1.399, 0.982, 2.830)  -0.545
H (0.794, -0.948, 3.357)  0.257
H (0.861, -0.629, 1.633)  0.258
H (-0.496, -0.032, 2.606)  0.239
H (1.500, 1.518, 1.976)  0.221
H (0.965, 1.596, 3.509)  0.212
C (-0.696, -0.886, -2.671)  -0.664
N (-1.277, 0.448, -2.679)  -0.537
H (0.221, -0.977, -2.082)  0.227
H (-0.415, -1.182, -3.681)  0.297
H (-1.413, -1.616, -2.307)  0.249
H (-1.229, 0.871, -1.762)  0.205
H (-0.795, 1.059, -3.322)  0.223



No. 4
Below is a 2-piece molecular cluster, C2H10N2O overall in a non-equilibrium geometry, with properties calculated with ωB97M-V/def2-TZVPD.

Values from the calculation:
**Orbital gap**: 9.41 eV
**SMILES string**: NCN.CO
**HOMO energy**: -8.497 eV

Last column: Mulliken charge in e.
CARTESIAN COORDINATES (ANGSTROEM)
N (1.212, 1.278, -0.521)  -0.450
C (0.441, 1.996, -1.489)  -0.319
N (1.132, 2.460, -2.687)  -0.554
H (2.095, 1.586, -0.167)  0.146
H (0.982, 0.298, -0.452)  0.187
H (-0.421, 1.408, -1.797)  0.315
H (0.003, 2.894, -1.039)  0.268
H (1.818, 3.165, -2.477)  0.199
H (1.520, 1.760, -3.301)  0.207
C (-2.015, -2.683, 2.507)  -0.447
O (-0.702, -2.696, 1.950)  -0.496
H (-2.216, -1.679, 2.863)  0.198
H (-2.704, -3.007, 1.729)  0.225
H (-2.120, -3.388, 3.335)  0.236
H (-0.277, -3.524, 2.013)  0.285



No. 5
Below is a 2-piece molecular cluster, C2H10N2O overall in a non-equilibrium geometry, with properties calculated with ωB97M-V/def2-TZVPD.

Values from the calculation:
**Orbital gap (spin up / spin down)**: 11.95 / 6.78 eV
**Total charge**: +1
**2S+1**: 2
**HOMO energy (spin up / spin down)**: -15.115 / -15.090 eV

Last column: Mulliken charge in e.
CARTESIAN COORDINATES (ANGSTROEM)
C (-1.622, 1.173, 0.200)  -0.716
N (-0.206, 1.422, 0.710)  -0.005
C (0.614, 0.157, 0.845)  -0.288
N (1.418, 0.033, -0.481)  -0.389
H (-2.197, 2.128, 0.147)  0.340
H (-1.498, 0.676, -0.822)  0.322
H (-2.231, 0.634, 0.942)  0.319
H (0.207, 2.098, 0.282)  0.259
H (-0.043, -0.614, 0.898)  0.303
H (1.385, -0.047, 1.701)  0.358
H (2.099, 0.617, -0.698)  0.230
H (0.896, -0.111, -1.203)  0.233
H (0.734, -2.210, -0.312)  0.346
H (0.416, -3.167, -1.474)  0.317
O (0.029, -2.786, -0.734)  -0.628



No. 6
Below is a 2-piece molecular cluster, C2H10N2O2 overall in a non-equilibrium geometry, with properties calculated with ωB97M-V/def2-TZVPD.

Values from the calculation:
**Orbital gap**: 9.85 eV
**SMILES string**: NCO.NCO
**HOMO energy**: -9.136 eV

Last column: Mulliken charge in e.
CARTESIAN COORDINATES (ANGSTROEM)
N (0.996, -2.166, 0.487)  -0.547
C (1.406, -2.675, 1.741)  -0.278
O (2.038, -1.671, 2.594)  -0.559
H (0.214, -1.534, 0.589)  0.243
H (0.686, -2.973, -0.043)  0.238
H (0.617, -2.988, 2.423)  0.246
H (2.139, -3.479, 1.713)  0.356
H (2.973, -1.558, 2.368)  0.301
N (-0.573, 2.916, -1.353)  -0.487
C (-1.708, 1.992, -1.271)  -0.126
O (-2.676, 2.546, -2.158)  -0.543
H (0.267, 2.505, -0.980)  0.179
H (-0.693, 3.888, -1.138)  0.180
H (-1.262, 1.093, -1.706)  0.209
H (-2.003, 1.875, -0.229)  0.255
H (-2.419, 2.231, -3.037)  0.332



No. 7
Below is a 3-piece molecular cluster, C2H10N2O3 overall in a non-equilibrium geometry, with properties calculated with ωB97M-V/def2-TZVPD.

Values from the calculation:
**Orbital gap**: 9.70 eV
**SMILES string**: NCC(N)=O.O.O
**HOMO energy**: -9.119 eV

Last column: Mulliken charge in e.
CARTESIAN COORDINATES (ANGSTROEM)
N (-1.722, 0.710, -0.465)  -0.306
C (-0.768, 0.405, -1.466)  -0.904
C (0.653, 0.258, -0.970)  0.706
N (1.185, 1.453, -0.637)  -0.455
O (1.332, -0.732, -0.931)  -0.627
H (-2.194, 1.588, -0.413)  0.165
H (-1.991, -0.071, 0.152)  0.198
H (-1.037, -0.609, -2.022)  0.209
H (-0.859, 1.130, -2.301)  0.459
H (0.597, 2.294, -0.768)  0.228
H (2.104, 1.163, -0.042)  0.346
O (0.624, 0.255, 2.723)  -0.664
H (-0.147, 0.857, 2.382)  0.354
H (0.583, -0.307, 1.938)  0.306
O (-0.858, -2.039, 0.952)  -0.619
H (-0.303, -2.132, 0.141)  0.328
H (-1.088, -2.907, 1.307)  0.275



No. 8
Below is a 3-piece molecular cluster, C2H10N2O3 overall in a non-equilibrium geometry, with properties calculated with ωB97M-V/def2-TZVPD.

Values from the calculation:
**Orbital gap**: 10.74 eV
**SMILES string**: CNC(N)=O.O.O
**HOMO energy**: -10.049 eV

Last column: Mulliken charge in e.
CARTESIAN COORDINATES (ANGSTROEM)
C (0.694, -1.244, 1.727)  -0.746
N (-0.653, -1.587, 1.111)  -0.232
C (-0.828, -1.064, -0.116)  0.585
N (-1.717, -1.776, -0.949)  -0.410
O (-0.309, -0.020, -0.528)  -0.715
H (1.124, -2.051, 2.214)  0.349
H (0.577, -0.400, 2.490)  0.254
H (1.502, -0.624, 0.931)  0.224
H (-1.028, -2.531, 1.333)  0.259
H (-2.232, -2.533, -0.637)  0.156
H (-1.912, -1.193, -1.783)  0.255
O (0.536, 4.578, 1.289)  -0.610
H (-0.309, 4.866, 0.995)  0.312
H (1.165, 4.853, 0.704)  0.297
O (1.727, -0.024, -2.365)  -0.662
H (0.854, -0.123, -1.934)  0.398
H (2.015, 0.858, -2.280)  0.286



No. 9
Below is a 2-piece molecular cluster, C2H10N2OSi overall in a non-equilibrium geometry, with properties calculated with ωB97M-V/def2-TZVPD.

Values from the calculation:
**Orbital gap (spin up / spin down)**: 9.59 / 9.59 eV
**SMILES string**: [H]/N=[Si](\C)N.CO
**HOMO energy (spin up / spin down)**: -9.293 / -9.292 eV

Last column: Mulliken charge in e.
CARTESIAN COORDINATES (ANGSTROEM)
H (-0.097, -2.107, -0.752)  0.190
N (0.002, -1.103, -0.797)  -0.699
Si (1.332, -0.346, -0.265)  0.394
C (3.007, -0.748, 0.518)  -0.961
N (1.237, 1.344, -0.437)  -0.367
H (3.031, -1.778, 0.864)  0.299
H (3.820, -0.622, -0.197)  0.314
H (3.217, -0.106, 1.373)  0.311
H (0.425, 1.754, -0.858)  0.222
H (1.982, 1.997, -0.285)  0.218
C (-3.503, 0.094, -0.263)  -0.525
O (-2.523, -0.596, 0.458)  -0.479
H (-3.350, 1.184, -0.225)  0.220
H (-4.463, -0.132, 0.207)  0.208
H (-3.545, -0.218, -1.312)  0.256
H (-1.682, -0.612, -0.045)  0.400



No. 10
Below is C2H10N3O as an isolated structure in a non-equilibrium geometry, with properties calculated with ωB97M-V/def2-TZVPD.

Values from the calculation:
**Orbital gap**: 11.51 eV
**Total charge**: +1
**HOMO energy**: -14.265 eV

Last column: Mulliken charge in e.
CARTESIAN COORDINATES (ANGSTROEM)
C (-1.989, 0.286, -0.083)  0.140
C (2.445, -0.035, 0.056)  -0.398
N (-1.028, -0.535, -0.027)  -0.429
N (1.096, 0.547, -0.462)  -0.591
N (-3.242, 0.019, 0.147)  -0.342
O (2.300, -0.505, 1.323)  -0.462
H (-1.775, 1.282, -0.318)  0.301
H (2.795, -0.740, -0.667)  0.361
H (-1.138, -1.503, -0.011)  0.169
H (0.029, -0.080, -0.424)  0.412
H (1.201, 0.899, -1.419)  0.330
H (0.846, 1.402, 0.055)  0.350
H (-4.076, 0.608, 0.254)  0.251
H (-3.393, -1.025, 0.405)  0.253
H (3.268, 0.774, -0.182)  0.297
H (2.660, -1.393, 1.354)  0.358



No. 11
Below is a 3-piece molecular cluster, C2H10N3O overall in a non-equilibrium geometry, with properties calculated with ωB97M-V/def2-TZVPD.

Values from the calculation:
**Orbital gap**: 10.89 eV
**Total charge**: +1
**HOMO energy**: -13.832 eV

Last column: Mulliken charge in e.
CARTESIAN COORDINATES (ANGSTROEM)
C (-2.410, 1.471, -0.225)  -0.062
C (-0.045, -1.325, -0.283)  0.129
N (-0.989, -2.173, -0.005)  -0.318
N (2.657, 0.909, -0.069)  -0.859
N (0.325, -0.350, 0.500)  -0.287
O (-2.124, 0.585, 0.549)  -0.415
H (-3.307, 1.791, -0.759)  0.271
H (-1.659, 2.218, -0.375)  0.200
H (0.606, -1.360, -1.285)  0.291
H (-1.467, -2.930, -0.610)  0.277
H (-1.311, -1.970, 0.947)  0.267
H (2.678, 0.487, 0.871)  0.289
H (3.445, 0.512, -0.598)  0.230
H (2.620, 1.945, -0.108)  0.233
H (1.065, 0.255, 0.092)  0.490
H (-0.084, -0.065, 1.358)  0.262



No. 12
Below is a 2-piece molecular cluster, C2H10N3O overall in a non-equilibrium geometry, with properties calculated with ωB97M-V/def2-TZVPD.

Values from the calculation:
**Orbital gap**: 11.27 eV
**Total charge**: +1
**HOMO energy**: -14.600 eV

Last column: Mulliken charge in e.
CARTESIAN COORDINATES (ANGSTROEM)
C (0.338, 0.024, 1.985)  -1.072
N (-0.288, -0.683, 0.928)  -0.258
C (0.189, -0.555, -0.336)  0.871
N (-0.590, -0.805, -1.527)  -0.473
N (1.455, 0.066, -0.569)  -0.464
H (1.049, 0.715, 1.773)  0.429
H (0.886, -0.640, 2.749)  0.302
H (-0.450, 0.622, 2.385)  0.384
H (-1.369, -1.082, 1.141)  0.358
H (-1.398, -1.229, -1.422)  0.209
H (-0.192, -0.732, -2.513)  0.219
H (1.734, 0.297, -1.516)  0.206
H (2.242, -0.213, -0.017)  0.246
H (-0.447, 2.309, -0.536)  0.324
H (-1.525, 1.320, -1.109)  0.344
O (-0.966, 1.472, -0.332)  -0.624



Sequential ΔE to the lowest compared entry with this formula, charge and spin output: 0.253; 1.416; 0.580; 1.015; 2.021; 1.430; 1.681; 1.499; 1.841; 2.296; 2.439; 2.651 eV
Sequential DFT total energy output: -191.68808; -191.64536; -191.67609; -266.90694; -266.55043; -342.14132; -417.41176; -417.41843; -556.45526; -321.44066; -321.43541; -321.42758 hartree